Record 1
Formula: CH3NO2P2
Source: OMol25
Level of theory: wB97M-V/def2-TZVPD

CARTESIAN COORDINATES (ANGSTROEM)
P 1.97080 3.25985 -0.98974
P -0.81346 -0.04495 1.00948
O -0.85150 -0.25082 -0.62593
O 3.38168 3.00025 -1.04048
N 0.97869 1.87176 0.14333
C 0.40445 1.18672 1.06224
H 0.68790 1.73818 -0.86166
H 0.13794 -1.11206 1.05252
H -1.70094 -0.34615 -1.15818

Properties
SMILES string: O=PNC#[PH]O
LUMO level (spin up / spin down): -1.27 / -1.27 eV
energy above the lowest of the compared OMol25 structures with the same formula, charge and spin: 78.29 kcal per mole
calculated total energy: -927.72715 a.u.
HOMO energy (spin up / spin down): -0.283 / -0.283 Eh
multiplicity: 1
frontier orbital gap (spin up / spin down): 0.23668 / 0.23648 Eh

***

Record 2
Formula: C25H28AuCl3N2O6P3
Source: OMol25
Level of theory: wB97M-V/def2-TZVPD

CARTESIAN COORDINATES (ANGSTROEM)
Au -0.56822 -0.50144 1.36570
Cl 2.73363 3.00750 -2.13354
Cl 3.71285 0.44357 -3.05786
Cl 4.04279 1.17291 -0.27903
P 1.17023 2.14249 2.01655
P -1.96706 -2.10527 0.74690
P -1.86511 2.41764 2.75324
O 1.23720 2.76979 0.68564
O -1.86409 0.96243 3.11663
O 1.00036 0.63410 2.18546
O 2.49298 2.46129 2.90329
O -2.69810 3.42560 3.43425
O -1.98602 2.49733 1.14541
N 0.11484 2.34825 4.46381
N 0.73755 0.08887 -1.21895
C -2.50501 -5.36480 0.48132
C -2.07513 -2.83906 3.33676
C -1.00413 -3.41240 -3.05268
C -2.33317 -4.74106 1.84051
C -2.19519 -3.66893 4.43766
C -1.12007 -2.92429 -0.69752
C -2.73074 0.25153 -1.19792
C -0.09469 2.93081 3.07799
C 0.28673 -3.24047 -0.62978
C 0.97918 -3.22493 0.54736
C -2.34862 -5.03346 4.24912
C 1.00652 -3.59901 -1.81294
C -3.62240 -1.75255 0.11771
C -6.19642 -1.20908 -0.75997
C -5.98070 -2.26594 0.11109
C -2.41877 -5.55573 2.96636
C -3.83192 -0.66602 -0.75093
C 0.09365 4.43650 3.14451
C 2.98774 1.33018 -1.69162
C 1.70595 0.67355 -1.40574
C -2.13142 -3.36704 2.04009
C -4.69594 -2.53204 0.54870
C -5.13432 -0.42457 -1.18025
C 0.36122 -3.69318 -3.01852
C -1.73402 -3.03613 -1.91866
H -1.55061 -5.51961 -0.02819
H -5.31502 0.40769 -1.84900
H -1.82169 -0.27190 -1.49575
H -2.14725 3.39858 0.83972
H -0.68982 4.89254 3.74956
H -2.78548 -2.80078 -2.02459
H -1.94753 -1.76994 3.47540
H -0.61580 2.69618 5.09159
H -7.19725 -0.98570 -1.10527
H 0.89158 -3.96768 -3.91837
H -3.13856 -4.75723 -0.16444
H 1.03991 2.58232 4.82870
H -3.06273 0.84964 -2.04568
H -2.42940 -5.69462 5.10179
H -2.16642 -3.25069 5.43452
H -2.97791 -6.34120 0.57625
H 2.04811 -3.40643 0.55016
H 1.07730 4.70387 3.53834
H -4.53275 -3.34133 1.24870
H -1.52661 -3.46790 -4.00069
H -6.80616 -2.87370 0.45541
H 0.02347 4.84257 2.13593
H 0.50335 -3.06883 1.50709
H 2.06509 -3.81151 -1.73025
H -0.00103 1.33111 4.38288
H -2.56700 -6.61996 2.83099
H 3.08381 3.05607 2.42442
H -2.45051 0.93617 -0.39339

Properties
LUMO level: -5.96 eV
calculated total energy: -4070.69045 a.u.
net charge: +1
HOMO energy: -0.406 Eh
multiplicity: 1
frontier orbital gap: 0.18704 Eh

***

- What is the formula in the second record?
  C25H28AuCl3N2O6P3

***

- What is the formula in the first record?
  CH3NO2P2